No. 1
ORCA calculation (the ωB97M-V functional and the def2-TZVPD basis) on C58H47F3P2PdS as an isolated structure.

Structure (XYZ):
```
112
Properties=species:S:1:pos:R:3:forces:R:3:mulliken_charge:R:1
C 1.952698 -1.322932 -4.945045 -0.0739 0.1168 0.1753 -0.46
C 2.585058 -0.291528 -4.237879 0.1156 -0.0927 0.2561 -0.81
C 2.509336 -0.257071 -2.846722 -0.2493 0.2785 -0.2367 -0.02
C 1.748333 -1.221180 -2.150125 -0.5367 0.0998 0.6107 1.21
C 1.437147 -1.035438 -0.709738 2.0138 0.2847 0.5143 -0.80
C 0.709106 -2.061701 0.023804 -0.0973 -0.0247 0.5324 0.43
C 0.861718 -2.362908 1.357828 -0.4386 0.6131 -1.5606 -1.67
C 1.830756 -1.704244 2.207736 0.6023 0.6351 0.4553 0.51
C 1.365557 -1.184016 3.430997 -0.1658 -0.6507 0.0162 -0.09
C 2.205216 -0.528175 4.307940 0.4179 0.6420 0.0019 -0.46
C 3.505637 -0.200750 3.899657 -0.0425 -0.2861 0.2170 -0.73
C 4.009774 -0.713093 2.694126 -0.2349 0.1499 0.0713 -0.60
C 3.181140 -1.459237 1.856932 -0.3122 -0.2012 0.1077 -0.26
Pd -0.101726 0.442128 -0.873386 0.2499 -1.5680 -0.4300 0.71
P -1.981891 0.270129 -2.105791 -1.6197 0.7870 -0.7008 1.31
C -2.269750 -1.474797 -2.521172 0.1064 -0.3487 -0.1052 0.76
C -2.055183 -1.977095 -3.812860 -0.0371 -0.0344 0.2116 -0.58
C -2.212560 -3.340751 -4.060740 -0.0352 0.0262 0.1295 -0.58
C -2.584320 -4.205703 -3.027186 0.1213 0.0503 -0.0994 -0.67
C -2.801666 -3.709035 -1.738571 0.0341 0.2197 0.0006 -0.54
C -2.649575 -2.345387 -1.485598 0.1060 -0.2070 -0.1764 -0.77
C -3.562738 0.764195 -1.359231 -0.4834 -0.0173 0.0242 0.37
C -4.773913 0.196705 -1.795941 -0.0251 0.2350 0.2267 -0.65
C -5.980579 0.573299 -1.202193 0.2373 0.0193 0.0078 -0.79
C -5.981892 1.494429 -0.149754 0.1824 -0.0308 -0.0589 -0.74
C -4.778166 2.045985 0.303172 -0.0835 -0.0199 -0.1538 -1.00
C -3.574862 1.693702 -0.307913 -0.0642 -0.1522 -0.1395 -0.45
C -1.816611 1.115588 -3.702493 -0.2898 0.2312 -0.4179 0.98
C -2.951434 1.395359 -4.482319 0.4068 -0.0459 -0.1233 -0.59
C -2.800926 1.947814 -5.755545 0.0564 0.0492 0.1596 -0.76
C -1.526250 2.270029 -6.234289 -0.0225 -0.0710 0.1232 -0.74
C -0.398559 2.039034 -5.440507 -0.1322 -0.0281 -0.0177 -0.86
C -0.541937 1.459854 -4.180571 -0.2372 -0.1082 0.0205 -0.59
P 0.426194 2.429327 0.061404 0.9403 -0.2343 0.4647 0.93
C 2.119206 2.830136 -0.440530 0.3216 0.3869 -0.2456 1.21
C 2.381095 3.868057 -1.351183 0.1366 -0.3265 0.2493 -0.99
C 3.675953 4.044974 -1.842221 0.0837 -0.1114 0.0446 -0.61
C 4.705546 3.184878 -1.446507 -0.1535 -0.0253 -0.0286 -0.96
C 4.453446 2.164602 -0.521272 -0.2842 0.1719 0.1769 -0.49
C 3.169544 2.004949 0.003545 0.0756 0.1056 -0.3457 -0.48
C -0.673144 3.809977 -0.359431 -0.2846 0.2470 -0.0599 0.20
C -1.286637 4.590295 0.639786 0.1271 -0.2305 -0.1481 -0.30
C -2.279753 5.506830 0.296695 0.0968 -0.0088 -0.1375 -0.77
C -2.657079 5.667089 -1.039804 0.0416 -0.1711 0.0300 -0.72
C -2.032919 4.916117 -2.040974 0.2005 0.0897 0.1335 -0.83
C -1.027693 4.011660 -1.704293 -0.1144 -0.1715 0.0626 -0.03
C 0.484317 2.357648 1.868428 0.0777 0.0178 0.4717 0.79
C 1.498367 3.018351 2.583105 -0.3266 -0.0581 0.0883 -0.30
C 1.456050 3.055561 3.975518 -0.0663 -0.1516 0.0386 -0.85
C 0.398387 2.452027 4.660470 0.0235 0.0211 -0.0762 -0.68
C -0.590898 1.763161 3.955396 0.0488 -0.0594 -0.1183 -0.69
C -0.532826 1.680543 2.563735 0.2308 0.2014 0.0741 -0.66
C 1.253304 -2.333000 -2.860048 -0.4488 0.3957 -0.3376 -0.16
C 1.310922 -2.352185 -4.252101 0.1497 -0.1774 0.1462 -0.94
H 1.958218 -1.319483 -6.035678 0.0568 -0.0395 0.3064 0.46
H 3.126614 0.493731 -4.772029 -0.1531 -0.3165 0.1854 0.47
H 2.995774 0.538950 -2.278376 -0.2042 -0.1045 -0.2079 0.11
H 2.185813 -0.464344 -0.156896 -0.0283 -0.4690 -0.1568 -0.10
H -0.043777 -2.612059 -0.545869 0.0864 0.1179 0.2778 0.37
H 0.122997 -3.021782 1.822201 0.2862 0.0601 -0.1529 0.43
H 0.296220 -1.313128 3.648925 0.3697 0.2034 -0.0578 0.55
H 1.822165 -0.235601 5.287908 0.2052 0.2155 -0.3735 0.51
H 4.127808 0.442220 4.530449 -0.1650 -0.4145 -0.1847 0.44
H 5.054651 -0.528430 2.414263 -0.5218 -0.0571 0.0979 0.49
H 3.572308 -1.879449 0.927902 -0.0923 0.0742 0.3028 0.63
H -1.764700 -1.301705 -4.619462 -0.0710 -0.2066 0.2249 0.41
H -2.036445 -3.722734 -5.068181 -0.1213 0.0593 0.3141 0.49
H -2.698477 -5.271756 -3.228969 0.0098 0.3089 0.0705 0.41
H -3.088499 -4.379254 -0.926102 0.0375 0.1695 -0.2897 0.46
H -2.829566 -1.951551 -0.482106 0.0415 -0.0997 -0.2542 0.51
H -4.772160 -0.546743 -2.595526 -0.0212 0.1974 0.2245 0.46
H -6.913464 0.137056 -1.563345 0.2568 0.1587 0.1621 0.44
H -6.924518 1.780878 0.317782 0.2717 -0.0810 -0.1111 0.41
H -4.773117 2.760887 1.128665 -0.0403 -0.2102 -0.2666 0.47
H -2.634704 2.142405 0.024642 -0.3453 -0.1569 -0.0633 0.61
H -3.942660 1.171662 -4.088416 0.2164 0.0483 -0.1972 0.37
H -3.686492 2.131795 -6.366024 0.3020 -0.0039 0.1464 0.46
H -1.413072 2.707403 -7.227134 -0.0364 -0.1171 0.2883 0.41
H 0.598007 2.305426 -5.799213 -0.3286 -0.0683 0.0609 0.49
H 0.341479 1.275878 -3.561916 -0.2759 0.0094 -0.1837 0.37
H 1.576377 4.540281 -1.650141 0.2634 -0.1712 0.0080 0.44
H 3.878242 4.861428 -2.537507 -0.0233 -0.2652 0.2007 0.47
H 5.709325 3.307950 -1.855302 -0.2946 0.0033 0.1250 0.40
H 5.253129 1.497994 -0.192518 -0.1823 0.2578 -0.1130 0.49
H 2.978867 1.234541 0.756360 0.0547 0.2087 -0.2350 0.15
H -0.977619 4.478887 1.680994 -0.2074 -0.0088 -0.2845 0.43
H -2.762250 6.093860 1.079595 0.1685 -0.1283 -0.2557 0.44
H -3.438306 6.380850 -1.303922 0.2006 -0.2233 0.0891 0.43
H -2.319863 5.032182 -3.087518 0.0884 0.0256 0.3226 0.47
H -0.528604 3.439736 -2.492038 -0.2739 0.1153 0.2612 0.37
H 2.314942 3.507729 2.054019 -0.2402 -0.0577 0.1284 0.49
H 2.255673 3.555171 4.523975 -0.2726 -0.0852 -0.1275 0.45
H 0.351200 2.505678 5.750125 0.0144 0.0110 -0.3311 0.45
H -1.413315 1.281992 4.487885 0.2409 0.1221 -0.1121 0.51
H -1.266419 1.084868 2.013962 0.0934 0.2855 0.1123 0.39
H 0.778257 -3.149060 -2.318368 -0.0111 0.1791 -0.2697 0.54
H 0.842117 -3.176258 -4.794590 0.2519 0.2526 0.1527 0.44
F 0.812586 -6.705913 2.907244 0.2614 -0.2394 1.1351 -0.22
C 1.152687 -7.094851 4.169767 -0.1761 -1.3988 -0.8777 0.75
F 0.196584 -7.981385 4.597912 1.0162 1.0278 -0.4018 -0.23
F 2.329744 -7.787572 4.082563 -1.1742 0.8226 0.1782 -0.25
C 1.261748 -5.918897 5.110305 -0.3874 0.1555 -0.8531 -0.01
C 2.027193 -6.068575 6.266061 -0.0419 0.5560 0.3199 -0.37
C 2.167111 -4.984446 7.145581 0.2236 0.1528 0.3508 -0.80
C 1.540735 -3.781556 6.884266 0.2405 -0.4174 0.5146 -0.39
C 0.651688 -3.677967 5.777342 -0.1213 0.2923 -0.2576 0.36
S -0.379680 -2.391124 5.630600 0.2643 -0.1555 -0.0758 0.08
C 0.590163 -4.743123 4.834290 0.0636 -0.9546 0.1577 -0.04
H 2.522339 -7.015249 6.461959 -0.0481 0.1294 0.0255 0.48
H 2.773911 -5.108151 8.043191 -0.1239 0.1202 -0.2962 0.42
H 1.655785 -2.917494 7.534307 -0.0333 -0.2297 -0.0306 0.51
H -0.023069 -4.626005 3.945764 0.0854 -0.1218 0.1523 0.46
```
Positions in Å, forces in eV/Å.

Computed properties:
Net charge = +2

No. 2
ORCA calculation (the ωB97M-V functional and the def2-TZVPD basis) on C58H48FGeN2P3Pd as an isolated structure.

Structure (XYZ):
```
114
Properties=species:S:1:pos:R:3:forces:R:3:mulliken_charge:R:1
Pd 0.199398 0.772975 -0.546722 0.1679 0.4286 0.3179 -0.05
F -0.445302 -3.744625 3.373878 0.0709 0.5985 -0.6045 -0.53
Ge -0.245202 -2.337125 2.226378 0.4240 -1.0989 0.3442 2.47
C -0.125902 -1.000625 3.755478 -0.0753 -0.3463 -1.3435 -0.04
C -0.143602 -1.493425 5.053178 -0.1190 -0.3287 0.2022 -0.83
C 0.178298 -0.673325 6.117678 0.0070 -0.0359 0.0371 -0.91
C 0.537998 0.645875 5.890578 -0.0002 0.1407 -0.0035 -0.88
C 0.526098 1.146275 4.604878 0.0932 -0.0259 0.0664 -0.86
C 0.190398 0.329075 3.527078 0.1175 -0.2179 -0.0082 0.24
P -0.075602 1.125975 1.886878 0.1944 0.1063 -0.0573 1.94
C -1.529602 2.006875 2.598178 -0.0594 0.1058 -0.3140 1.79
C -1.639002 3.342175 2.954378 0.1274 -0.0733 -0.1256 -0.78
C -2.814402 3.823075 3.511878 -0.1136 0.1252 0.0649 -0.66
C -3.892302 2.982375 3.719978 -0.0193 0.1278 0.0628 -0.94
C -3.785802 1.640075 3.390578 -0.0265 -0.1001 -0.0150 -0.38
C -2.615802 1.161375 2.838478 0.0830 0.0018 0.0286 -0.85
C 1.426298 2.170075 1.905778 0.0106 0.1246 0.0312 1.06
C 2.614198 1.462775 2.112478 -0.1094 -0.0397 0.0800 -0.57
C 3.837198 2.094075 2.025878 0.0804 -0.0585 -0.0334 -0.68
C 3.901098 3.444275 1.717878 0.0337 0.0659 -0.0628 -0.98
C 2.730698 4.153875 1.514678 0.1270 0.1874 -0.0260 -0.73
C 1.501498 3.523775 1.602178 -0.2011 -0.1444 0.2108 -0.61
C -1.415202 -3.017525 0.687178 0.5187 0.8055 0.8309 1.22
C -1.652202 -4.378925 0.895578 -0.1463 -0.2037 0.3404 -0.88
C -2.030102 -5.237625 -0.113622 -0.0664 0.0189 -0.1694 -0.76
C -2.164902 -4.739925 -1.398022 -0.0923 -0.1013 0.1138 -1.02
C -1.988202 -3.393825 -1.600722 -0.0690 0.0769 -0.0786 -0.87
C -1.642402 -2.490725 -0.581622 0.2165 0.1373 -0.3199 -0.15
P -1.626002 -0.896725 -1.594822 -0.3506 0.1185 -0.1182 1.24
C -3.475702 -0.894425 -1.717222 -0.1612 -0.2499 -0.0270 1.03
C -4.088302 -0.436525 -2.875422 0.1084 -0.1714 -0.0042 -0.73
C -5.453702 -0.220325 -2.909822 -0.1159 0.0433 -0.0502 -0.71
C -6.220002 -0.439725 -1.777722 -0.1081 0.1120 -0.0248 -0.61
C -5.615402 -0.892425 -0.616822 -0.0918 0.0050 0.1120 -0.67
C -4.254002 -1.124825 -0.587022 -0.0659 -0.1256 -0.1220 -0.68
C -1.877302 0.942575 -1.227522 0.2611 0.0502 -0.4474 0.30
C -1.559802 1.591575 -2.438022 -0.0176 -0.3304 0.0648 0.17
C -2.143402 2.799175 -2.772422 -0.3057 0.2391 -0.0352 -0.84
C -3.047402 3.389075 -1.906422 0.1410 0.0050 -0.2861 -0.96
C -3.339702 2.782675 -0.690822 -0.1155 -0.0867 0.2294 -1.19
C -2.776602 1.567175 -0.356622 -0.0230 0.1406 -0.0252 -0.12
C 1.652498 -2.766425 1.438678 -0.7074 0.3216 0.2693 2.30
C 2.737998 -2.497125 2.429978 0.0838 0.0261 0.3354 -1.00
C 4.043298 -2.352525 2.155978 -0.3498 0.1354 0.5285 -0.86
C 4.721398 -2.267725 0.891578 0.1873 0.0420 -0.8722 -1.01
C 4.230098 -1.953525 -0.327922 0.7456 -0.2603 0.3486 -0.93
C 2.878698 -1.580025 -0.577222 -0.9996 0.2247 -0.5299 0.90
P 1.915798 -0.498425 -1.749122 -0.2407 -0.4199 0.5307 1.17
C 2.447798 -0.879825 -3.458422 0.0111 0.0546 0.1770 0.59
C 1.514098 -0.549425 -4.437622 -0.0542 0.1310 0.2460 -0.25
C 1.728098 -0.883025 -5.760822 0.0161 -0.0465 -0.1331 -0.67
C 2.892898 -1.541925 -6.120522 -0.0099 -0.0056 -0.0849 -0.69
C 3.837398 -1.854825 -5.157022 0.1383 -0.0761 -0.0460 -0.72
C 3.619798 -1.527725 -3.830122 -0.0394 0.0439 0.0642 -0.58
C 1.563998 -2.186225 -1.144322 0.6867 0.7811 0.4404 0.72
C 1.691498 -1.812625 0.290078 -0.1425 0.1099 -0.0545 0.09
C 1.643998 -4.227825 1.209278 -0.0547 -0.4204 -0.0447 -0.64
C 1.428998 -4.981325 0.117178 0.2759 0.0251 0.5812 -0.47
C 1.211798 -4.625425 -1.255522 0.0088 0.4625 -0.6829 -0.61
C 1.285998 -3.411325 -1.827122 -0.0799 -0.7264 -0.0972 -0.99
H -0.415902 -2.522125 5.227978 0.0442 -0.0955 0.0036 0.59
H 0.157398 -1.064725 7.124178 -0.0027 -0.0507 0.0738 0.39
H 0.806198 1.291075 6.715278 0.0132 0.0288 0.0629 0.45
H 0.772098 2.184875 4.428478 0.0152 0.0638 0.0199 0.38
H -0.808902 4.016775 2.820178 0.0695 0.0665 -0.0064 0.31
H -2.880002 4.865075 3.791978 -0.0205 0.0729 -0.0008 0.46
H -4.807402 3.365375 4.147278 -0.0575 0.0352 0.0413 0.38
H -4.615002 0.969675 3.566478 -0.0453 -0.0573 -0.0014 0.49
H -2.530202 0.106575 2.593978 -0.0474 0.0007 -0.0136 0.25
H 2.578598 0.407075 2.359278 0.0312 -0.0274 -0.0396 0.11
H 4.740798 1.528475 2.198678 0.0952 -0.0573 -0.0152 0.52
H 4.859598 3.933875 1.628978 0.0779 0.0788 0.0433 0.36
H 2.769798 5.210275 1.284678 0.0008 0.0594 -0.0372 0.44
H 0.604698 4.090275 1.409578 0.0472 0.0224 0.0032 0.03
H -1.523002 -4.790425 1.882078 0.1211 -0.0143 0.1217 0.49
H -2.174502 -6.286825 0.095878 -0.0330 -0.0885 0.0445 0.40
H -2.398002 -5.386325 -2.232022 -0.0572 -0.0506 -0.0406 0.43
H -2.102702 -2.996325 -2.605922 -0.0325 -0.1415 0.0062 0.40
H -3.480902 -0.230425 -3.746822 0.0190 0.0228 -0.0917 0.35
H -5.917802 0.138475 -3.816622 -0.0585 0.0287 -0.0936 0.44
H -7.280202 -0.233925 -1.792122 -0.1009 -0.0386 -0.0208 0.38
H -6.206002 -1.044825 0.275278 -0.0689 -0.0561 0.0725 0.45
H -3.786002 -1.472825 0.324978 -0.0092 -0.0458 0.0575 0.22
H -0.893602 1.095675 -3.140422 -0.1606 0.1193 0.1141 0.16
H -1.899802 3.268675 -3.715422 0.0193 0.0729 -0.0470 0.46
H -3.508502 4.328475 -2.171222 -0.0899 0.1016 -0.0110 0.35
H -4.033202 3.253175 -0.006122 -0.0629 -0.0049 0.0435 0.47
H -3.079202 1.079175 0.556878 0.0144 -0.0086 -0.1275 0.52
H 2.440498 -2.536625 3.474678 0.1476 -0.0360 0.0803 0.52
H 4.713598 -2.313625 3.008278 -0.0536 0.0594 0.0989 0.45
H 5.789398 -2.443225 0.950878 0.0413 -0.0333 -0.0818 0.37
H 4.931998 -1.899025 -1.151822 0.0474 -0.0076 0.0687 0.29
H 0.605598 -0.043625 -4.133122 -0.0733 -0.0150 -0.0717 0.15
H 0.985898 -0.640925 -6.507622 -0.0462 0.0249 -0.0522 0.46
H 3.063598 -1.816625 -7.150922 0.0180 -0.0040 -0.0884 0.37
H 4.748098 -2.366925 -5.437022 0.0280 -0.0132 -0.0284 0.46
H 4.358098 -1.787925 -3.088922 0.0487 -0.0529 0.0447 0.24
H 1.152698 -0.877225 0.530978 0.1183 -0.3117 0.0148 -1.96
H 1.797298 -4.763725 2.140678 -0.0928 -0.1444 -0.0429 0.33
H 1.434098 -6.051325 0.282078 0.0075 -0.0825 0.1434 0.32
H 0.981898 -5.458825 -1.907022 -0.0201 -0.0190 -0.0896 0.33
H 1.114498 -3.316825 -2.893022 -0.0009 -0.0786 -0.0702 0.42
C 2.882698 2.920875 -2.528222 -0.0012 -0.1465 0.0674 -1.14
C 1.712598 3.629675 -1.958122 0.1927 -0.0523 -0.0885 -0.17
N 0.722598 3.098575 -1.286922 0.3088 -0.2773 0.0379 1.76
C -0.105402 4.125575 -0.937922 0.1332 0.5337 -0.1264 -0.92
C 0.398698 5.299875 -1.408322 -0.3959 0.0722 0.3190 -1.42
N 1.558398 4.973375 -2.058022 0.1564 -0.0230 -0.0932 -0.04
H 2.567698 1.951875 -2.914122 0.0700 0.0893 -0.0753 -0.13
H 3.630798 2.746175 -1.753322 0.0618 -0.0216 -0.0037 0.21
H 3.329198 3.506175 -3.330322 0.0756 -0.0543 -0.0538 0.52
H -1.004902 3.953375 -0.379422 -0.1049 0.0055 0.0838 0.82
H 0.052898 6.308175 -1.330522 -0.1170 0.2439 -0.0159 0.47
H 2.182598 5.611175 -2.524922 -0.0759 -0.1212 0.0503 0.21
```
Positions in Å, forces in eV/Å.

Computed properties:
Energy relative to the best compared isomer or geometry (same formula, charge and spin) = 7.3927 eV

Taking the records one at a time from the top gives Kohn-Sham gap values of 2.079, 7.330 eV.